# C6H12

The molecule C6H12 (wB97M-V/def2-TZVPD, OMol25).

Computed properties:
Kohn-Sham gap = 0.4192 hartree
HOMO = -10.117 eV
Relative energy (zero: lowest compared OMol25 entry of this formula, charge and spin) = 23.8 kcal per mole
Structure (SMILES) = CCCC1CC1
Spin multiplicity = 1

```
18
Properties=species:S:1:pos:R:3:forces:R:3
C 1.1203 -0.6708 -1.6577 0.0 0.0 0.0
C 1.5919 0.3199 -0.5934 0.1 0.0 0.0
C 0.8308 0.2275 0.7347 0.0 0.0 0.0
C -0.6300 0.6233 0.6546 0.1 0.1 0.0
C -1.6367 0.0046 1.5860 0.0 0.0 0.2
C -1.6674 -0.3252 0.1220 -0.1 -0.1 -0.2
H 0.0679 -0.5113 -1.9062 0.1 0.0 0.0
H 1.2319 -1.7066 -1.3115 0.0 0.2 0.0
H 1.7001 -0.5652 -2.5811 -0.1 0.0 0.1
H 2.6596 0.1558 -0.3968 -0.1 0.0 0.0
H 1.5092 1.3417 -0.9889 0.0 -0.1 0.1
H 1.3281 0.8735 1.4713 -0.1 -0.1 -0.1
H 0.9073 -0.7981 1.1263 0.0 0.1 -0.1
H -0.7949 1.6751 0.4172 0.0 -0.2 0.0
H -1.2810 -0.7665 2.2655 0.0 0.1 -0.1
H -2.4295 0.6244 1.9937 0.1 -0.1 -0.1
H -2.4745 0.0834 -0.4795 0.1 -0.1 0.1
H -1.3492 -1.3198 -0.1803 0.0 0.2 0.1
```
Positions in Å, forces in eV/Å.

natural (NBO) atomic charge list, values in e, 5 entries: -0.610 -0.390 -0.392 -0.229 -0.419

---

# C6H12

A structure of composition C6H12 at a distorted geometry (wB97M-V/def2-TZVPD, OMol25).

Computed properties:
Kohn-Sham gap = 0.3403 hartree
HOMO = -8.060 eV
Relative energy (zero: lowest compared OMol25 entry of this formula, charge and spin) = 86.4 kcal per mole
Spin multiplicity = 1

```
18
Properties=species:S:1:pos:R:3:forces:R:3
C 0.8186 -1.1416 1.3327 0.0 0.0 0.0
C 0.3954 -0.5551 -0.0163 0.0 -0.1 0.0
C 1.5726 -0.5601 -1.0063 0.0 -0.1 0.0
C -0.0536 0.8942 0.0929 -1.2 -0.1 1.0
C -1.0774 1.3014 -0.9117 -0.3 0.1 -0.2
C -1.8446 0.9664 0.3274 -0.2 0.0 -0.6
H -0.0181 -1.1555 2.0437 0.1 0.0 -0.1
H 1.1805 -2.1719 1.2227 -0.1 0.2 0.0
H 1.6226 -0.5395 1.7742 -0.1 -0.1 -0.1
H -0.3984 -1.1936 -0.4496 0.1 0.1 0.1
H 1.2708 -0.1853 -1.9927 0.0 -0.1 0.2
H 2.3908 0.0734 -0.6409 -0.2 -0.1 0.0
H 1.9576 -1.5794 -1.1319 -0.1 0.2 0.0
H -0.7221 1.0750 1.1357 1.0 0.2 -0.2
H -1.0964 2.3419 -1.2269 0.0 -0.1 0.0
H -1.2688 0.6051 -1.7313 0.2 0.1 0.1
H -2.3723 0.0197 0.3658 0.2 0.0 0.0
H -2.3574 1.8050 0.8124 0.4 -0.3 0.1
```
Positions in Å, forces in eV/Å.

natural (NBO) atomic charge list, values in e, 5 entries: -0.602 -0.271 -0.597 -0.222 -0.458

---

# C6H12

The molecule C6H12 at a distorted geometry (wB97M-V/def2-TZVPD, OMol25).

Computed properties:
Kohn-Sham gap = 0.3556 hartree
HOMO = -8.531 eV
Relative energy (zero: lowest compared OMol25 entry of this formula, charge and spin) = 62.0 kcal per mole
Structure (SMILES) = C/C=C(\C)CC
Spin multiplicity = 1

```
18
Properties=species:S:1:pos:R:3:forces:R:3
C -1.4334 2.1188 0.4907 -2.4 -3.6 -1.2
C -0.3175 1.0688 0.6245 -1.1 2.8 0.5
C 0.1182 0.2841 -0.3463 2.5 -1.7 1.0
C -0.7307 -0.4099 -1.3536 -1.3 -1.7 -1.3
C 1.5062 -0.4757 -0.1300 -1.2 -0.4 -1.2
C 1.2024 -1.7714 0.6775 2.3 2.8 -0.1
H -1.3900 2.8439 1.2347 0.2 1.1 1.5
H -2.4429 1.5184 0.6366 1.5 1.5 -0.3
H -1.4817 2.6420 -0.4616 0.1 -0.3 -0.2
H 0.0299 1.2297 1.6627 1.2 -0.7 -1.0
H -0.4229 -0.5356 -2.4544 0.0 0.7 1.7
H -0.7636 -1.5041 -0.9847 0.1 1.5 -0.6
H -1.8168 -0.1385 -1.3374 1.0 0.2 0.0
H 1.9008 -0.7483 -1.1540 -0.3 0.4 1.0
H 2.2723 0.1412 0.3825 -0.7 -0.2 -0.3
H 1.8797 -2.5215 0.5098 2.4 -1.8 -1.0
H 1.5402 -1.4871 1.6628 -1.7 -0.3 1.0
H 0.3497 -2.2548 0.3403 -2.4 -0.3 0.6
```
Positions in Å, forces in eV/Å.

natural (NBO) atomic charge list, values in e, 5 entries: -0.638 -0.192 -0.003 -0.656 -0.408

---

# C6H12AlO6S2

A structure of composition C6H12AlO6S2 at a distorted geometry (wB97M-V/def2-TZVPD, OMol25).

Computed properties:
Kohn-Sham gap = 0.2694 hartree
HOMO = -4.707 eV
Spin multiplicity = 1
Total charge = -1

```
27
Properties=species:S:1:pos:R:3:forces:R:3
S 0.2538 -0.9407 0.9460 0.6 -0.8 -1.0
Al -1.1347 0.8392 0.4309 0.0 -0.1 -0.4
S -3.0801 -0.1114 -0.3733 -0.8 -0.8 1.1
H 0.5184 -1.5195 -0.3099 -0.4 0.8 1.3
H -0.5148 1.6805 -0.7806 0.1 -0.4 0.2
H -1.3333 1.6804 1.7607 0.0 -0.1 0.3
H -3.5576 -0.8690 0.7329 0.8 1.0 -1.3
C -2.3383 2.4770 -3.9688 -0.4 -0.8 -0.3
C -1.8206 3.7755 -4.4970 0.1 0.4 -0.9
O -1.7632 4.5956 -3.3454 0.0 -0.2 0.4
C -1.6691 3.7617 -2.2686 0.6 0.3 3.1
O -1.4312 4.1305 -1.1306 -0.7 -0.6 -2.9
O -1.8750 2.4620 -2.6316 0.1 1.0 0.0
H -1.9507 1.6178 -4.5231 0.0 0.0 0.3
H -3.4324 2.4337 -3.9643 0.1 0.0 0.0
H -0.8133 3.6843 -4.9169 -0.1 0.0 0.0
H -2.4819 4.2113 -5.2510 0.1 0.1 0.2
C 2.6518 -2.5077 3.0453 -0.6 1.1 -0.7
C 2.1945 -3.9243 2.9146 -1.0 -0.2 -0.7
O 3.2217 -4.6581 3.5538 0.8 0.3 0.8
C 3.8355 -3.8051 4.4252 1.4 -0.3 1.5
O 4.6537 -4.1471 5.2626 -1.6 0.6 -1.7
O 3.4136 -2.5204 4.2379 0.6 -1.3 0.6
H 1.8168 -1.8063 3.1261 0.3 -0.1 0.0
H 3.2975 -2.1985 2.2167 -0.1 0.0 0.1
H 1.2501 -4.1087 3.4375 0.1 0.0 -0.1
H 2.0891 -4.2330 1.8710 0.1 0.0 0.3
```
Positions in Å, forces in eV/Å.

natural (NBO) atomic charge list, values in e, 5 entries: -0.767 1.025 -0.738 0.143 -0.400

---

# C6H12BF2KS3

A structure of composition C6H12BF2KS3 (wB97M-V/def2-TZVPD, OMol25).

Computed properties:
Kohn-Sham gap = 0.2188 hartree
HOMO = -6.271 eV
Relative energy (zero: lowest compared OMol25 entry of this formula, charge and spin) = 0.0 kcal per mole
Spin multiplicity = 1

```
25
Properties=species:S:1:pos:R:3:forces:R:3
K -0.8568 2.3315 2.4703 0.3 -0.4 0.2
C -0.1952 -2.8805 0.0791 -0.2 -0.1 0.2
C -1.3811 -2.0115 -0.3185 0.0 -0.2 -0.3
S -1.4645 -0.3975 0.4815 0.0 0.1 0.3
C -1.0763 0.7940 -0.8098 -0.2 0.1 -0.2
C 0.3824 0.9760 -1.2116 -0.1 -0.1 -0.1
S 1.4900 1.3884 0.1617 -0.1 0.2 0.0
C 2.6309 -0.0009 0.2404 0.3 -0.1 0.0
C 2.1110 -1.3413 0.7494 0.0 0.1 0.2
S 1.4051 -2.3774 -0.5625 0.1 0.0 -0.2
H -0.3588 -3.8934 -0.2971 0.0 0.0 -0.1
H -0.1375 -2.9742 1.1654 0.0 0.0 0.0
H -2.3044 -2.5395 -0.0704 0.0 0.0 0.1
H -1.3979 -1.8568 -1.3993 0.0 0.0 0.0
H -1.4929 1.7414 -0.4556 0.0 0.0 0.1
H -1.6696 0.5530 -1.6967 0.1 -0.1 0.0
H 0.4214 1.7956 -1.9314 0.1 0.0 0.0
H 0.7609 0.0808 -1.6994 0.1 0.0 0.0
H 3.4086 0.3501 0.9240 -0.1 0.0 0.0
H 3.1252 -0.1176 -0.7266 -0.1 0.0 0.0
H 1.3657 -1.1856 1.5286 0.0 0.0 -0.1
H 2.9472 -1.8875 1.1888 0.0 0.0 0.0
F -3.0158 5.4287 1.1844 -0.1 0.2 -0.2
B -2.3553 4.2599 1.1497 0.1 0.0 0.1
F -2.3423 3.7639 -0.1443 -0.1 0.2 -0.2
```
Positions in Å, forces in eV/Å.

natural (NBO) atomic charge list, values in e, 5 entries: 0.747 -0.544 -0.543 0.160 -0.563

---

# C6H12BIO2

The molecule C6H12BIO2 at a distorted geometry (wB97M-V/def2-TZVPD, OMol25).

Computed properties:
Kohn-Sham gap = 0.3569 hartree
HOMO = -9.311 eV
Relative energy (zero: lowest compared OMol25 entry of this formula, charge and spin) = 0.0 kcal per mole
Structure (SMILES) = C=C(I)C(C)(C)OB(C)O
Spin multiplicity = 1

```
22
Properties=species:S:1:pos:R:3:forces:R:3
C -1.4171 -0.9954 1.5945 0.2 -1.2 0.3
C -1.6089 -0.1795 0.5767 -0.4 -0.6 -0.7
I -3.6332 0.0960 0.0660 -0.2 0.2 -0.2
C -0.5784 0.6557 -0.1798 1.1 0.8 2.4
C -0.7511 0.8596 -1.6446 0.8 -3.1 -0.5
C -0.6528 2.0241 0.5849 -1.3 -0.2 -2.3
O 0.7962 0.1707 0.1046 -1.9 1.4 0.0
B 1.4094 -0.9942 -0.2130 0.7 0.0 1.1
C 2.9591 -1.0156 0.1884 -0.7 0.4 -2.2
O 0.8126 -2.1000 -0.7294 -1.5 -0.4 -0.9
H -0.3922 -1.2196 1.8976 -0.3 0.1 0.1
H -2.2394 -1.5932 2.0595 0.9 0.9 -0.4
H 0.0244 0.2503 -2.1786 -0.8 0.2 0.3
H -0.6244 1.8150 -2.0363 0.0 1.9 -0.1
H -1.7204 0.4539 -1.8392 -0.6 0.1 -1.0
H -0.6389 1.7821 1.6291 0.8 0.6 0.5
H -1.5981 2.5909 0.3446 0.6 -1.0 0.3
H 0.0823 2.6000 0.0337 0.8 0.4 1.1
H 3.1836 -1.1682 1.2083 -0.1 0.6 1.4
H 3.3902 -0.0410 -0.2435 -0.1 -1.7 0.8
H 3.3401 -1.9522 -0.2184 0.6 0.3 -0.7
H -0.1430 -2.0396 -1.0049 1.5 0.1 0.6
```
Positions in Å, forces in eV/Å.

natural (NBO) atomic charge list, values in e, 5 entries: -0.437 -0.143 0.134 0.197 -0.644